The ion C4H6FN2O2 with charge +1. Source: the OMol25 dataset; level of theory: wB97M-V/def2-TZVPD.

- charge = +1
- E_HOMO (Ha) = -0.571
- SMILES = [NH2+]=C(/C=C/CF)[N+](=O)[O-]
- LUMO level (eV) = -6.803
- energy relative to the best compared isomer or geometry (same formula, charge and spin) (eV) = 3.3267

XYZ file:
```
15
Properties=species:S:1:pos:R:3:lowdin_charge:R:1
C -0.150 1.076 -0.104 0.017
C -0.717 -0.142 0.015 0.039
C 1.196 1.355 -0.375 -0.132
C -2.092 -0.414 0.393 -0.192
N 2.141 0.481 -0.431 0.269
N 1.727 2.756 -0.719 -0.288
O 0.889 3.600 -0.652 0.197
O 2.927 2.737 -0.922 0.124
F -2.740 0.588 1.033 0.002
H -0.685 2.027 0.141 0.157
H -0.289 -1.027 -0.317 0.114
H -2.822 -0.740 -0.370 0.166
H -2.045 -1.186 1.184 0.159
H 1.852 -0.474 -0.482 0.142
H 3.111 0.927 -0.797 0.225
```

***

An isolated molecule of C4H6FNO. Source: the OMol25 dataset; level of theory: wB97M-V/def2-TZVPD.

- E_HOMO (Ha) = -0.369
- SMILES = O=C1NC[C@@H]1CF
- LUMO level (eV) = 0.810
- energy relative to the best compared isomer or geometry (same formula, charge and spin) (eV) = 0.8839

XYZ file:
```
13
Properties=species:S:1:pos:R:3:lowdin_charge:R:1
C -1.583 -0.139 -0.160 -0.145
C -0.257 0.031 0.568 -0.187
C 0.888 -0.915 0.163 -0.136
C 0.692 1.197 0.061 -0.382
H -2.240 -0.910 0.188 0.110
H -1.271 -0.360 -1.244 0.144
H -0.365 0.199 1.654 0.148
H 0.651 -1.751 -0.573 0.137
H 1.348 -1.256 1.089 0.110
H 2.210 0.236 -1.176 0.107
N 1.505 0.216 -0.518 0.089
O 0.801 2.420 0.127 0.068
F -2.381 1.034 -0.181 -0.064
```

***

An isolated molecule of C4H6FNOS. Source: the OMol25 dataset; level of theory: wB97M-V/def2-TZVPD.

- E_HOMO (Ha) = -0.323
- SMILES = NC/C(F)=C\C(O)=S
- LUMO level (eV) = -0.229
- energy relative to the best compared isomer or geometry (same formula, charge and spin) (eV) = 1.6358

XYZ file:
```
14
Properties=species:S:1:pos:R:3:lowdin_charge:R:1
C -1.809 0.774 0.030 -0.198
C -0.874 -0.028 -0.869 -0.233
C 0.411 -0.363 -0.801 -0.036
C 1.328 0.182 0.217 -0.893
H -3.421 -0.490 -0.067 0.055
H -2.591 -0.629 1.278 0.083
H -1.240 1.287 0.840 0.128
H -2.164 1.504 -0.627 0.100
H 0.684 -1.202 -1.379 0.110
H 0.408 1.797 0.124 0.092
N -2.944 0.053 0.610 0.035
O 1.179 1.427 0.563 0.014
F -1.664 -0.692 -1.760 0.047
S 2.509 -0.701 0.965 0.697
```

***

An isolated molecule of C4H6FNS. Source: the OMol25 dataset; level of theory: wB97M-V/def2-TZVPD.

- E_HOMO (Ha) = -0.332
- SMILES = C=C(F)/C(C)=N\S
- LUMO level (eV) = 0.425
- energy relative to the best compared isomer or geometry (same formula, charge and spin) (eV) = 1.6161

XYZ file:
```
13
Properties=species:S:1:pos:R:3:lowdin_charge:R:1
C 1.024 -1.614 -0.047 -0.057
C -0.002 -0.534 0.017 -0.418
C 0.535 0.890 0.050 -0.299
C -0.005 2.095 -0.122 0.057
H 0.533 -2.555 -0.246 0.070
H 1.605 -1.732 0.944 0.118
H 1.725 -1.460 -0.880 0.085
H -3.322 -0.565 0.326 -0.158
H -1.054 2.313 -0.183 -0.007
H 0.689 2.976 -0.093 0.096
N -1.221 -0.925 -0.019 -0.285
F 1.890 0.789 0.182 0.016
S -2.396 0.320 0.069 0.783
```

***

A structure of composition C4H6FNS2. Source: the OMol25 dataset; level of theory: wB97M-V/def2-TZVPD.

- E_HOMO (Ha) = -0.305
- LUMO level (eV) = 0.220
- energy relative to the best compared isomer or geometry (same formula, charge and spin) (eV) = 2.5506

XYZ file:
```
14
Properties=species:S:1:pos:R:3:lowdin_charge:R:1
C -1.223 0.271 0.139 -0.673
C 0.366 0.528 -0.030 -0.659
C 0.840 -0.371 -1.075 -0.301
C 1.192 -0.001 1.125 -0.463
H -1.412 2.293 0.441 0.188
H -2.832 1.574 -0.102 0.100
H 0.437 -1.356 -1.327 0.085
H 0.918 0.141 -1.922 0.052
H 0.451 -0.912 1.317 0.106
H 1.414 0.630 2.084 0.138
N -1.892 1.349 0.099 0.069
F 0.537 1.846 -0.319 0.039
S -2.197 -1.266 0.017 0.453
S 2.345 -0.671 0.028 0.867
```

***

A structure of composition C4H6FNS2. Source: the OMol25 dataset; level of theory: wB97M-V/def2-TZVPD.

- E_HOMO (Ha) = -0.320
- LUMO level (eV) = 0.297
- energy relative to the best compared isomer or geometry (same formula, charge and spin) (eV) = 0.1040

XYZ file:
```
14
Properties=species:S:1:pos:R:3:lowdin_charge:R:1
C 0.335 0.739 0.908 -0.813
C 0.004 -0.370 -0.073 -0.587
C 1.084 -0.832 -1.108 -0.396
C -1.057 0.034 -1.115 -0.375
H -0.792 -0.162 2.372 0.113
H -0.262 1.502 2.696 0.118
H 1.945 -0.207 -1.199 0.045
H 1.428 -1.857 -0.909 0.088
H -1.133 1.136 -1.235 0.081
H -2.055 -0.418 -0.942 0.095
N -0.254 0.656 2.111 0.103
F -0.336 -1.546 0.599 -0.004
S 1.184 2.044 0.379 0.686
S -0.091 -0.719 -2.485 0.845
```

***

What is the E_HOMO in the fourth record?
-0.332 Ha

***

What is the formula in the fifth record?
C4H6FNS2